Computed, not measured: a molecular structure, C46H35FeN4S2SbSe, with the ωB97M-V functional and the def2-TZVPD basis.

The geometry in XYZ format:
```
90
Properties=species:S:1:pos:R:3:mulliken_spin:R:1
C 0.67103 5.82712 0.43464 0.00
H 3.23216 3.59578 0.28106 0.00
C 2.09819 -4.86596 0.88932 0.00
H -7.49328 -3.17399 -0.07049 0.00
C -2.94087 3.12434 2.03478 0.00
C -0.92294 0.26628 1.94030 -0.06
C -2.61029 -1.43229 0.06558 0.31
H -0.85334 -3.00372 -1.93596 0.00
H 0.36655 -7.09949 -4.74200 0.00
H 3.14089 -4.81350 0.58194 0.00
H -2.31419 1.84849 -1.55420 -0.04
C 2.60746 -0.45784 2.54204 -0.03
H 0.79861 7.77703 1.31138 0.00
H -4.37364 1.19707 -0.35365 0.00
C 6.54254 -2.31361 0.29998 0.02
C -3.28038 -1.48197 1.26698 -0.06
C -1.50237 2.99453 0.10430 -0.02
C 0.57523 -6.61388 -3.79893 0.00
H 1.98141 -8.13111 -3.21343 0.00
S -5.84374 -0.94603 2.20922 0.00
H 4.38513 5.44210 1.43119 0.00
H -4.79623 2.04459 1.92431 0.00
C -2.73953 -1.31075 2.56882 0.40
C -0.54789 3.02924 -3.75181 -0.01
H 7.77094 -1.33683 1.76929 0.00
H 7.24495 -2.91790 -0.25089 0.00
C 4.49692 -1.18490 1.12248 0.01
N 1.23369 -4.63330 -0.26509 -0.01
C 1.50271 -7.20681 -2.92167 0.00
H -0.55686 6.83637 -4.37628 0.00
C 0.60185 -0.54355 3.98900 -0.10
H 2.52731 -7.10042 -1.03169 0.00
H 1.20722 -0.87682 4.82434 0.00
C 5.61752 -0.82900 1.81575 0.02
H 3.25571 -0.63859 3.39449 0.00
C -3.87769 2.30435 1.41519 0.00
H 3.17313 7.52997 1.94909 0.00
Fe -0.53152 0.65013 -0.00480 3.31
Sb 0.40545 3.07268 -0.87984 -0.01
H -8.17994 -1.52542 1.84448 0.00
C 1.35482 4.64899 0.14409 0.01
S 4.88809 -2.30871 -0.13317 0.00
C -6.79844 -2.57566 0.49958 0.01
H -1.02117 4.06849 1.90438 0.00
C -7.18122 -1.72699 1.49204 -0.01
C -1.56707 -0.58239 2.85080 -0.07
H -1.29714 5.28917 -6.15273 0.00
C -0.14970 3.90391 -2.74372 0.00
C 2.35371 -0.59835 0.06094 0.00
C 1.32811 6.86063 1.08681 0.00
H -4.88029 -3.22973 -0.39088 0.01
H 5.61011 -0.10901 2.62254 0.00
H -0.78449 -4.98586 -4.16631 0.00
C 1.24844 -0.03950 2.82549 0.10
C -0.56015 5.76916 -4.19856 0.00
N -0.20044 -3.71545 -1.62202 0.00
C -0.75731 -0.80211 4.00927 0.15
N 1.23742 -1.05148 -0.38137 0.04
N -1.25714 -1.38431 -0.31400 0.07
H -3.13198 3.50373 3.03040 0.00
C -1.75307 3.45442 1.39349 0.02
C -0.14611 5.27633 -2.96892 0.00
H 2.86715 0.00753 -0.69170 -0.01
H -1.18433 -1.32778 4.85507 0.00
C -5.39115 -2.59454 0.32043 -0.02
H 1.88378 -5.84566 1.31071 0.00
H 0.18343 5.96285 -2.19927 0.00
H -0.36917 5.94656 0.15415 0.00
C -0.96800 3.52914 -4.97681 0.00
C 0.24369 -4.86659 -2.26216 0.00
H -3.27451 -1.77210 3.39214 -0.01
C 0.35129 0.48279 1.89391 -0.27
C -0.97531 4.89854 -5.19669 0.00
C -3.63785 1.82220 0.13723 0.03
C 1.81502 -6.64241 -1.70397 0.00
H 1.91112 -4.10421 1.64329 0.00
C 3.10375 -0.76763 1.32416 0.06
Se 0.06497 -2.06380 0.68976 0.05
C 0.40903 -3.61032 -0.45082 0.01
H -0.51624 1.95593 -3.59209 0.01
C -4.72892 -1.75779 1.17517 0.00
C 2.69229 4.50844 0.50568 0.00
C 3.34434 5.54745 1.15512 0.00
H -1.27772 2.85044 -5.76061 0.00
C 1.16131 -5.45464 -1.39330 0.00
C 2.66240 6.72046 1.44500 0.00
C -0.07199 -5.43759 -3.49024 0.00
H -3.23624 -1.43172 -0.82333 0.01
C 6.78687 -1.48542 1.35042 -0.01
C -2.45588 2.16220 -0.51860 0.04
```

The spin multiplicity is 5. Its expectation value of S² is 6.3146. For the frontier orbital gap (spin up / spin down), the calculation gives 5.7503 / 5.9877 eV. Its lowest unoccupied orbital energy (spin up / spin down) is -6.063 / -6.441 eV. The total charge is +2. As for the max |F|: 0.00920 Eh/bohr. The relative energy (zero: lowest compared OMol25 entry of this formula, charge and spin) is 1002.7 kJ/mol.


Computed, not measured: a molecular structure, C46H35N11RuS at a distorted geometry, with the ωB97M-V functional and the def2-TZVPD basis.

The geometry in XYZ format:
```
94
Properties=species:S:1:pos:R:3:mulliken_spin:R:1
C 3.57600 3.48563 -3.72023 0.00
C -4.51875 3.03692 0.12492 -0.02
C -2.69057 -4.24889 2.49735 -0.07
N 1.11482 -4.72801 -4.51211 0.01
C -5.32448 5.29474 0.32901 0.00
C 0.03970 1.40576 -2.16675 0.04
C -0.94984 -3.86075 0.86027 -0.03
C 2.15727 1.00649 4.25471 0.00
C -1.43101 2.87225 2.77997 -0.02
C 2.65784 -1.58795 2.74305 -0.09
C 3.73485 2.70345 4.93058 0.00
N 1.14973 -4.32587 -3.22127 0.00
H 1.44906 -4.00661 -5.13175 0.00
C -0.60677 2.49767 -2.85213 0.00
C 3.17884 0.91532 6.43622 0.00
H -0.82480 -3.29598 2.93170 0.01
C 0.38456 -3.40642 0.56051 0.27
C -1.62570 2.08276 -0.87807 0.13
H 3.28710 0.42837 7.39880 0.00
C -1.44275 -3.75590 2.17220 0.11
H -3.83466 6.77915 0.76593 0.00
C 0.14331 1.26530 2.84007 -0.07
C 2.69439 0.98051 -4.51963 0.00
H 3.58091 -3.16755 -1.86842 0.00
C 2.86612 2.17688 3.98598 0.00
H -0.29248 2.90990 -3.80080 0.00
H 3.13638 -3.50264 1.73883 0.00
Ru -0.21894 -0.29718 0.26601 -0.08
H 3.51717 -1.37470 3.36435 0.00
C 2.26216 1.50103 -3.30017 0.01
C 2.70539 2.76630 -2.91418 -0.01
C -3.48593 -4.85829 1.53328 0.14
C -3.21895 3.46681 0.38577 -0.04
N 0.98298 -3.75277 -0.66590 -0.02
H 2.74071 2.66780 3.02825 0.00
H 3.82142 -0.55101 -2.39350 0.00
C 3.55085 1.70793 -5.33600 0.00
H 2.37304 3.18099 -1.96890 0.00
H 3.92477 4.46060 -3.40268 0.00
H -6.57713 3.59879 -0.08221 0.00
C -1.65939 2.88616 -2.08418 0.06
H -2.06276 3.72186 2.99366 0.00
N 0.59002 -1.39066 1.80949 0.06
C 1.35161 -2.67045 -1.62801 -0.06
H 2.33088 0.00602 -4.83036 0.00
H -4.45533 -5.26043 1.79795 0.01
C -4.03005 5.72846 0.58547 0.00
H -3.64227 -5.40315 -0.54136 0.00
N 0.91834 -3.13616 -2.98834 0.06
C 2.46480 -2.67171 1.91436 0.09
C 1.22354 0.46981 3.23442 0.01
H -4.99184 -1.16931 -1.03765 0.00
C 3.99849 2.95839 -4.93510 0.00
C -2.12341 2.45941 0.36224 -0.06
C -1.47429 2.08529 1.57504 0.11
H -1.96995 5.15834 0.81519 0.00
C 1.14870 -2.54004 1.39808 0.05
N -2.06380 -1.41243 -2.28852 0.00
H -4.69855 1.98036 -0.04255 0.00
N 0.72305 -1.40301 -1.39742 0.08
H 4.67545 3.52058 -5.56594 0.00
C 1.28341 0.75707 -2.45324 -0.05
S -2.64311 -0.96739 0.28858 0.01
C -0.40183 2.39890 3.53187 0.07
H -3.04526 -4.17383 3.51808 0.00
H -6.14223 6.00514 0.31360 0.00
C -3.02639 -4.94509 0.22311 -0.07
C 1.60652 -0.47850 -1.94370 0.22
H -1.45843 -4.50164 -1.14807 0.01
H -2.31471 -1.53182 -3.25601 0.00
C 2.93483 -1.09550 -2.09983 -0.02
H 4.29569 3.60179 4.70393 0.00
H -2.35573 3.68916 -2.27807 0.00
H 1.77865 -0.53656 5.69817 0.00
N -4.28153 -1.26675 -1.73993 0.00
C -5.56781 3.94601 0.10414 0.00
N -0.63921 1.13842 -1.02527 -0.08
C -2.98188 4.81856 0.61871 -0.01
C -2.99357 -1.22787 -1.36155 -0.01
H -4.56036 -1.46986 -2.68364 0.00
H 3.86280 1.30179 -6.29159 0.00
H 0.92511 -5.78530 -0.37556 0.00
H -1.07521 -1.29349 -2.05231 0.00
C -1.77923 -4.44899 -0.11205 0.14
H 4.53988 2.50538 6.91255 0.00
C 1.06583 -4.99009 -1.09799 0.05
N 1.28719 -5.34306 -2.35338 0.00
C 2.33011 0.37209 5.48192 0.00
C 2.82973 -2.38782 -1.80774 0.07
N -0.55771 1.09103 1.66260 -0.09
H 1.52592 -5.64506 -4.60911 0.00
C 3.88153 2.08168 6.16490 0.00
C 1.49270 -0.77510 2.64143 0.09
H -0.05555 2.76851 4.48594 0.00
```

The spin multiplicity is 2. Its expectation value of S² is 1.1811. For the frontier orbital gap (spin up / spin down), the calculation gives 4.9937 / 5.0498 eV. Its lowest unoccupied orbital energy (spin up / spin down) is -3.908 / -4.021 eV. The total charge is +1. As for the max |F|: 0.03155 Eh/bohr.